# 1
This record from OMol25 describes a cluster of 4 separate species, C42H68BrFN4O6S3 in total. The level of theory is wB97M-V/def2-TZVPD.

Structure (XYZ):
```
125
Properties=species:S:1:pos:R:3:forces:R:3:mulliken_charge:R:1
Br 0.529006 5.914131 0.675458 -0.53 0.00 -0.56 -0.183
S -5.174238 -1.714398 1.667467 -4.53 1.49 -1.32 1.573
S -3.261336 -2.051541 4.551450 -2.86 -0.44 0.61 1.141
S -0.947045 1.409394 -0.484353 -0.94 0.14 0.78 -0.427
F -2.352161 -1.454560 5.795344 -0.64 -0.88 -2.05 -0.266
O -6.117617 -0.845942 2.392940 2.15 -1.08 0.32 -0.657
O -3.104594 -3.485081 4.431918 1.28 1.78 0.28 -0.549
O -5.646715 -1.782382 0.278330 2.13 -0.78 1.03 -0.617
O 1.296854 -1.085960 1.183578 -0.80 -1.41 -1.54 -0.301
O 1.734654 -0.084048 2.030690 0.94 1.23 1.91 -0.120
O -4.618901 -1.634129 4.849238 2.14 0.12 -0.29 -0.519
N -2.760510 -0.506480 -8.653761 0.24 -0.13 0.23 0.103
N 4.410851 2.668072 5.744575 -0.12 0.21 0.21 0.137
N 6.225576 -3.211995 2.387134 -0.25 0.22 -0.11 0.135
N -3.609751 0.022787 -0.498335 0.65 0.58 0.11 1.214
C -4.177734 -1.279950 -2.639440 -0.85 -1.02 -2.16 0.612
C -2.101147 0.337663 -9.640398 -0.02 -0.11 -0.29 -0.724
C 6.291459 -4.128586 4.775164 -0.11 -0.03 0.23 -0.980
C -1.324483 -0.567611 3.214836 -1.18 0.32 -1.65 -0.667
C -3.724316 1.425474 -0.844398 0.02 3.36 -0.76 -0.423
C -2.568704 -0.107692 -7.264205 -0.10 -0.10 0.19 -0.497
C -4.987796 2.096523 -1.139121 1.17 0.98 0.02 -0.366
C -3.688457 -2.047677 -3.804229 -3.24 0.16 -0.49 -0.556
C -2.893496 -0.189413 0.735810 0.91 -0.51 2.24 -1.134
C -3.290482 1.152797 -6.783093 0.10 0.20 0.18 -0.973
C 5.526427 2.641298 4.808457 -0.06 -0.02 -0.10 -0.127
C 5.105616 2.702637 3.346405 -0.06 -0.10 -0.03 -1.330
C -3.489736 -0.988849 1.832315 2.67 0.67 0.47 0.061
C -6.581292 -1.443490 -3.589232 2.67 -0.35 0.32 -0.922
C -1.295577 5.524344 -0.009553 -1.09 -1.12 0.47 0.033
C -3.097246 -0.812343 -1.615402 -0.08 -0.72 -0.80 -0.783
C -0.734922 0.223499 2.138318 -1.72 -0.39 -0.49 0.024
C -2.085156 4.864923 1.210454 0.54 0.80 0.11 -1.037
C -4.691052 -2.530442 -4.831768 0.19 1.20 1.84 -0.471
C 7.511354 -3.741542 1.953650 -0.03 -0.11 0.01 -0.298
C -6.115301 -2.232846 -4.726873 1.16 0.96 1.79 -0.575
C -3.838122 4.335473 -1.563614 0.06 -2.86 0.68 -0.563
C -2.503472 2.282500 -0.917885 -1.89 -0.29 0.01 0.667
C -5.607072 -1.003494 -2.570967 0.09 -0.61 -1.22 -0.047
C 3.386420 1.655055 5.542982 -0.14 -0.01 -0.27 -0.788
C 6.226299 -1.762810 2.546692 0.06 0.10 -0.20 -0.484
C -1.252076 4.570339 -1.302581 -0.85 0.34 0.77 -1.049
C -4.303346 -1.558035 -10.311275 0.01 0.05 -0.08 -1.497
C -2.673251 -1.141808 3.074973 1.88 1.17 -0.88 -0.147
C -4.133167 -0.888628 -8.954501 0.03 -0.02 -0.11 -0.063
C -5.294354 -3.415371 2.344816 -0.18 -0.45 0.71 -1.118
C 3.815472 0.187356 5.593602 -0.15 -0.25 0.05 -0.621
C 5.552829 -3.953210 3.445731 -0.02 -0.32 -0.05 -0.606
C 4.826993 2.867518 7.127925 0.11 0.19 0.02 -0.689
C 7.118110 -1.166054 3.637438 -0.04 0.22 0.13 -0.887
C -2.744875 1.687342 -9.969820 0.12 0.21 -0.09 -0.951
C 0.688543 0.873999 2.272001 -1.03 -0.19 -0.54 -0.384
C -1.533477 0.400027 0.927215 -1.26 -0.53 0.77 0.614
C 7.463751 -5.201659 1.525703 -0.02 -0.07 0.07 -1.432
C -5.051268 3.529255 -1.487555 2.03 -0.48 0.35 -0.989
C -2.546097 3.690027 -1.267299 -0.91 -0.43 -0.40 0.472
C 5.672143 1.772322 7.782088 0.01 -0.07 0.23 -0.922
H 3.941359 3.044795 7.745509 -0.08 -0.08 -0.14 0.351
H -1.497856 0.002514 -7.066365 0.01 0.01 -0.19 0.343
H -4.815111 -0.029687 -8.894286 -0.14 0.00 -0.01 0.244
H -2.599986 -1.727720 -1.178994 -0.61 0.93 -0.35 0.480
H 0.831130 1.725070 1.544989 -0.49 -0.83 0.70 0.309
H 2.912865 1.835276 4.572294 0.15 0.06 -0.03 0.207
H 3.926021 -0.166521 6.618546 0.11 -0.01 -0.05 0.306
H 7.220653 -5.865615 2.357733 -0.01 0.01 -0.05 0.298
H -1.811057 6.489345 -0.253982 0.86 -0.76 0.17 0.371
H -5.957695 1.553178 -1.102262 1.05 0.34 0.08 0.419
H 6.495071 1.442561 7.145952 -0.04 0.01 -0.02 0.248
H -4.340028 1.173285 -7.080108 0.03 -0.03 -0.01 0.243
H -2.346553 2.061948 -10.917081 -0.02 -0.03 0.04 0.371
H -2.301161 -0.269835 -2.203326 -0.73 -0.46 0.61 0.490
H -2.518464 2.438806 -9.213752 -0.13 -0.02 0.00 0.278
H -0.736933 -0.695656 4.159294 -0.79 0.05 -0.99 0.542
H -4.336004 -3.120476 -5.712314 -0.24 0.60 0.97 0.448
H 6.159974 1.756406 4.958630 0.12 -0.04 -0.06 0.096
H 6.523032 -1.319636 1.589099 0.04 -0.16 -0.01 0.392
H 7.344341 -4.381875 4.639664 -0.02 0.02 -0.04 0.241
H 4.578342 -3.494010 3.642287 0.12 0.19 -0.11 0.238
H 5.304447 -4.947386 3.062019 0.12 0.04 -0.08 0.402
H -6.033821 4.030156 -1.685947 1.03 -0.78 0.22 0.349
H 6.158851 3.515138 4.998042 -0.09 -0.07 0.22 0.437
H -5.996023 -0.430183 -1.701568 0.44 -0.69 -0.80 0.251
H 4.749818 0.005087 5.059497 -0.01 0.05 0.00 -0.063
H 4.498240 3.588144 3.146078 -0.02 -0.06 0.06 0.370
H -6.865642 -2.578398 -5.476772 0.96 0.25 0.62 0.355
H -1.777533 3.798982 1.356999 -0.34 0.87 -0.18 0.140
H -3.664089 -2.439161 -10.400937 0.04 0.08 0.02 0.328
H -5.339523 -1.881486 -10.434848 0.04 0.03 0.03 0.442
H -2.010693 -0.230953 -10.570963 -0.11 -0.05 0.07 0.406
H 1.952747 -1.804765 1.287352 -0.19 0.73 0.28 0.288
H 6.731828 -5.357305 0.730113 -0.02 0.04 0.08 0.328
H -1.064646 0.507570 -9.332164 -0.11 -0.08 0.21 0.334
H -2.602742 -2.285006 -3.952821 -1.20 0.28 0.23 0.342
H 8.127806 -1.579107 3.627889 -0.04 -0.03 -0.01 0.440
H -4.466616 -1.606775 -8.197504 0.14 0.17 0.13 0.213
H -2.891811 -0.930584 -6.616677 -0.06 -0.08 -0.22 0.201
H 5.992113 2.753130 2.709844 -0.03 -0.01 0.05 0.458
H 8.279980 -3.623768 2.729287 0.13 -0.03 -0.01 0.254
H -6.052764 -3.994492 1.748995 0.85 1.06 0.07 0.419
H 3.047663 -0.436042 5.124973 0.03 0.03 -0.01 0.435
H -5.747804 -3.297904 3.370176 0.90 -0.07 -0.98 0.401
H -2.806431 2.059715 -7.146127 -0.09 0.00 -0.04 0.287
H 2.578133 1.809950 6.265190 0.19 0.14 0.11 0.348
H -3.261865 1.196075 -5.690465 -0.03 -0.05 -0.03 0.349
H -1.297478 5.248972 -2.193409 0.27 -0.83 0.62 0.363
H 6.110934 2.153030 8.708388 -0.01 0.00 -0.05 0.392
H 0.823103 1.266836 3.310859 0.07 -0.50 -0.82 0.189
H -3.828673 1.619538 -10.079225 0.02 -0.03 0.03 0.244
H -4.077711 -0.878458 -11.135634 0.01 -0.05 0.01 0.313
H 8.441647 -5.505989 1.145867 -0.04 0.04 0.03 0.436
H -0.328752 3.934539 -1.317295 -0.87 0.75 0.02 0.480
H -3.859972 5.421615 -1.803662 -0.05 -1.02 0.15 0.383
H -1.789670 5.439645 2.133439 -0.45 -0.62 -0.87 0.475
H 4.541725 1.817162 3.043640 0.00 0.04 -0.01 0.092
H 5.070651 0.904758 8.053096 0.06 -0.03 -0.06 0.227
H 7.849731 -3.163550 1.087040 -0.12 0.16 0.15 0.429
H -7.651410 -1.157685 -3.437250 1.13 -0.42 -0.30 0.359
H -4.328244 -3.976306 2.352578 -0.80 0.65 0.06 0.310
H 5.393434 3.804482 7.176049 -0.01 -0.04 -0.17 0.411
H 5.198634 -1.420181 2.706317 -0.03 -0.15 0.06 0.094
H -3.200869 4.954611 1.077462 1.21 -0.26 0.04 0.304
H 7.208683 -0.086430 3.485504 -0.01 -0.04 -0.02 0.279
H 6.691164 -1.309273 4.630290 0.10 -0.05 0.01 0.108
H 5.833337 -4.942219 5.344423 0.02 0.03 -0.04 0.392
H 6.226164 -3.234610 5.395296 0.12 -0.02 -0.02 0.241
```
Forces are in eV/Å.

Output
Spin multiplicity   1
Gap between HOMO and LUMO   7.05 eV
E_LUMO   -0.98 eV
SMILES string   C[C@@H](Br)Cc1cccc2c1Sc1c(COO)cc(S(=O)(=O)F)c(S(C)(=O)=O)c1N2Cc1ccccc1.CCN(CC)CC.CCN(CC)CC.CCN(CC)CC

# 2
This record from OMol25 describes a structure of composition C22H33N3P2SZr. The level of theory is wB97M-V/def2-TZVPD.

Structure (XYZ):
```
62
Properties=species:S:1:pos:R:3:forces:R:3:nbo_charge:R:1
Zr -0.864471 0.552873 0.425965 3.07 0.31 1.03 1.410
S -0.941613 1.358323 2.914127 -0.49 -0.33 -2.07 -0.076
P 1.553830 1.377766 -0.290934 1.40 1.51 -0.69 0.814
P 0.804025 -1.847714 0.770443 0.93 -2.30 0.19 0.769
N -3.227446 1.430866 1.160544 2.39 0.16 0.56 -0.659
N 2.174749 -1.436697 -3.009839 -1.53 1.67 4.03 -0.460
N -3.258883 0.165732 3.123474 1.37 0.20 -1.85 -0.499
C 0.904273 1.981807 -4.895019 -1.16 -0.55 -0.38 -0.218
C 2.196782 1.075825 -3.050305 0.19 0.25 -0.64 -0.087
C 1.267822 -2.393724 -2.679553 -0.01 -0.75 -1.44 0.209
C -0.035493 0.995007 -4.704543 0.43 -0.53 -1.17 -0.153
C -4.380628 2.288250 1.455422 -1.31 0.64 -0.15 -0.415
C -0.294116 -3.214507 1.315858 -0.60 0.14 -0.06 -0.918
C 1.996812 2.071909 -4.000330 -0.18 -0.53 0.50 -0.157
C 2.746565 1.489075 1.101028 -0.38 -0.40 0.07 -0.912
C -4.563681 -0.423480 2.820220 -0.36 -0.46 1.25 -0.443
C 2.806474 1.463232 -1.702133 -0.02 -1.07 -0.95 -0.648
C 1.603021 -0.243437 -3.337906 0.09 -0.02 -1.85 0.272
C -2.537495 0.954433 2.274267 -2.49 -0.46 2.53 0.242
C 1.983498 -3.031617 -0.226531 0.57 0.56 -1.22 -0.626
C -0.356055 -1.411707 -4.185038 -1.67 1.04 2.41 -0.061
C 1.489559 -3.395975 -1.625630 -0.10 -0.48 -0.43 -0.062
C -0.700924 -3.724034 -3.315776 0.38 -0.13 -1.12 -0.166
C 0.989840 3.133503 -0.289739 -0.09 -0.17 -0.17 -0.923
C 0.371631 -0.230442 -4.118608 1.82 0.55 1.70 -0.165
C 0.037035 -2.512418 -3.442873 1.66 -0.30 1.82 -0.140
C 1.014106 -4.671317 -1.912415 -0.13 0.49 0.16 -0.157
C 1.799032 -1.832461 2.338167 0.02 0.54 -0.13 -0.905
C -0.072371 -4.840142 -2.823132 -0.61 0.49 -0.60 -0.217
H 1.183659 -1.365362 3.126634 0.36 -0.28 -0.14 0.242
H -0.984852 0.904631 -5.219921 0.08 0.61 -0.31 0.227
H -5.047245 0.039415 1.978003 0.03 0.01 -0.18 0.236
H -1.451473 1.954611 -0.659496 0.25 -0.30 -0.04 -0.328
H -0.828475 -3.633188 0.448319 0.10 0.07 0.37 0.264
H -2.677863 -0.358067 3.786348 -0.47 0.68 0.03 0.437
H -1.431457 -1.207863 -4.036197 -0.11 -0.60 -2.02 0.222
H 2.200191 1.413807 2.052945 0.42 0.17 -0.13 0.241
H -4.432218 -1.497178 2.652651 -0.08 0.17 -0.09 0.236
H 1.901902 3.723684 -0.480282 -0.57 0.11 0.27 0.255
H 2.606184 2.980596 -4.054954 -0.25 -0.26 0.49 0.237
H 2.723170 -1.247852 2.211570 -0.29 -0.27 0.17 0.247
H 3.674924 0.839692 -1.445105 -0.30 0.10 0.18 0.265
H 0.754642 2.667036 -5.719374 0.01 0.44 0.40 0.244
H -4.697785 2.124214 2.486550 0.00 0.20 -0.24 0.228
H 2.041054 -3.949610 0.388134 -0.05 0.57 -0.16 0.248
H 0.539984 3.369663 0.689195 0.20 0.17 -0.32 0.248
H -0.445563 -5.816823 -3.121714 0.02 0.07 0.55 0.246
H -4.097467 3.334680 1.314901 0.10 -0.11 0.22 0.236
H -2.654881 1.926494 0.406211 -0.37 -0.28 0.82 0.428
H 3.236106 2.472818 0.988495 -0.07 -0.53 0.26 0.266
H -2.022220 -0.176656 -0.482410 -1.74 -1.31 -1.30 -0.308
H 0.342953 -3.992271 1.787844 -0.58 0.46 -0.26 0.253
H 0.236438 3.274677 -1.076200 0.41 0.19 0.21 0.268
H 3.470761 0.664977 1.016822 -0.15 0.39 0.15 0.257
H 3.098179 2.530666 -1.712698 -0.01 -0.60 -0.02 0.254
H -5.193069 -0.302488 3.727264 0.23 -0.05 -0.64 0.253
H 1.396149 -5.579571 -1.427618 -0.31 0.59 0.33 0.238
H 2.976553 -2.567564 -0.275262 -0.17 0.09 0.19 0.255
H -5.222808 2.112227 0.776982 0.25 -0.28 0.14 0.243
H -1.019638 -2.813509 2.045210 0.16 -0.43 -0.19 0.224
H -1.617093 -3.703794 -3.891332 -0.16 -0.67 0.06 0.228
H 2.040999 -2.885691 2.599601 -0.13 0.78 -0.14 0.260
```
Forces are in eV/Å.

Output
Spin multiplicity   1
Gap between HOMO and LUMO (alpha / beta)   4.60 / 4.61 eV
E_LUMO (alpha / beta)   -7.91 / -7.91 eV
Charge   +2
Energy relative to the best compared isomer or geometry (same formula, charge and spin)   1.6631 eV

# 3
This record from OMol25 describes a cluster of 4 separate species, C4H8Cl8 in total. The level of theory is wB97M-V/def2-TZVPD.

Structure (XYZ):
```
20
Properties=species:S:1:pos:R:3:forces:R:3:nbo_charge:R:1
Cl 1.900361 1.902154 -2.149941 -0.07 0.09 0.30 -0.035
Cl -0.473342 -5.435190 3.422346 0.07 -0.36 0.22 0.002
Cl -1.631863 2.512629 -1.602029 -0.44 -0.35 0.93 -0.035
Cl -4.180288 3.441533 -0.447922 0.74 -0.59 0.45 -0.035
Cl 3.679214 3.952019 -3.262191 -0.02 -0.33 -0.08 -0.023
Cl -1.310533 -1.715171 -0.817324 -0.22 -0.20 0.07 -0.008
Cl 0.791073 -2.811798 4.112209 -0.75 -0.62 -0.30 -0.063
Cl 1.212075 -1.620959 0.765739 -0.51 0.04 -0.08 -0.040
C -0.001768 -0.731071 -0.213281 1.85 0.49 -1.09 -0.408
C 3.540526 2.269638 -2.698031 0.47 -0.04 0.21 -0.398
C -0.618188 -3.705152 3.365527 1.12 0.86 -0.45 -0.380
C -2.937253 2.125690 -0.412627 -0.03 0.62 -0.10 -0.369
H 3.703488 1.561309 -3.514297 0.35 0.46 0.16 0.227
H -2.573387 1.858164 0.602468 0.03 0.98 -0.69 0.225
H -1.495626 -3.364738 3.858669 -0.57 0.04 0.57 0.215
H 0.606991 -0.347422 -1.083385 -1.02 -0.32 0.97 0.239
H -3.454882 1.268313 -0.760189 -0.29 -0.71 -0.59 0.216
H -0.380102 0.083081 0.384728 -0.12 0.05 0.09 0.216
H -0.653288 -3.411065 2.322848 0.15 0.08 -0.01 0.223
H 4.276792 2.168035 -1.873315 -0.74 -0.17 -0.59 0.231
```
Forces are in eV/Å.

Output
Spin multiplicity   1
Gap between HOMO and LUMO   11.32 eV
E_LUMO   0.41 eV
SMILES string   ClCCl.ClCCl.ClCCl.ClCCl
Energy relative to the best compared isomer or geometry (same formula, charge and spin)   0.4643 eV

| no. | electronic energy (Eh) |
| --- | --- |
| 1 | -6179.710847 |
| 2 | -2149.561797 |
| 3 | -3838.717065 |